The following is a DFT calculation (ωB97M-V/def2-TZVPD) of 18 unconnected molecules or ions with the total composition C36H108O18 at a distorted geometry.

Atoms and positions in Å:
C 6.17751 1.03086 -0.88214
C 7.56198 0.87702 -0.36437
O 7.96223 2.19222 -0.04933
H 5.93062 0.00797 -1.16651
H 6.04506 1.72435 -1.71258
H 5.44082 1.25629 -0.11105
H 8.14970 0.38990 -1.14244
H 7.59940 0.25251 0.52820
H 7.89549 2.78041 -0.80508
C -3.81435 4.12945 0.47577
C -4.85737 3.06576 0.86025
O -5.02148 2.11207 -0.12630
H -2.99608 3.57521 0.01606
H -3.43252 4.64488 1.35705
H -4.10430 4.92070 -0.21556
H -5.79050 3.55318 1.14271
H -4.57361 2.55724 1.78166
H -5.78659 1.56350 0.06152
C -0.13353 -2.03378 -5.23577
C -0.08452 -1.54512 -6.68171
O -1.33876 -1.52783 -7.30794
H 0.86126 -2.36784 -4.94098
H -0.89829 -2.80810 -5.17520
H -0.50446 -1.25987 -4.56378
H 0.59649 -2.19475 -7.23153
H 0.39882 -0.57307 -6.58365
H -1.38384 -0.70276 -7.79662
C -3.96085 3.91242 -3.30822
C -5.37816 4.30925 -3.12615
O -6.02667 4.65860 -4.29419
H -3.39850 4.83335 -3.46236
H -3.86188 3.24980 -4.16801
H -3.55847 3.56171 -2.35785
H -5.36936 5.09107 -2.36670
H -5.91767 3.44324 -2.74269
H -5.66189 5.39930 -4.78399
C 4.33805 -0.96163 1.86332
C 2.93569 -0.54613 1.57818
O 2.45913 0.45552 2.41068
H 4.91509 -0.10243 1.52142
H 4.67764 -1.72791 1.16647
H 4.34311 -1.31667 2.89386
H 2.27918 -1.37918 1.82938
H 2.72432 -0.26012 0.54783
H 2.86951 0.47324 3.27836
C 0.06287 -3.28381 2.81782
C -1.17631 -4.07522 2.49883
O -1.41086 -3.91106 1.06808
H -0.00292 -2.24830 2.48392
H 0.92579 -3.77409 2.36716
H 0.26107 -3.38931 3.88444
H -2.01313 -3.63463 3.04077
H -1.23343 -5.13993 2.72518
H -2.18061 -4.46856 0.93284
C -4.34436 -1.11789 4.41039
C -3.19535 -1.62358 5.33301
O -3.28708 -1.19719 6.69641
H -4.25330 -0.04383 4.24852
H -5.36272 -1.33159 4.73505
H -4.17482 -1.57810 3.43696
H -2.22090 -1.33100 4.94193
H -3.12016 -2.70975 5.28126
H -2.56742 -1.48019 7.26526
C 3.42344 4.48510 3.06920
C 4.67323 5.19926 3.54393
O 4.74069 5.14678 4.92486
H 2.54930 4.91496 3.55828
H 3.44578 3.42487 3.32123
H 3.24302 4.56916 1.99753
H 4.62333 6.25982 3.29736
H 5.49351 4.70547 3.02296
H 3.94480 5.51554 5.31495
C -0.99857 -0.29731 0.40257
C -0.61334 0.78052 1.37169
O 0.50259 1.48540 0.95015
H -0.22690 -1.04999 0.24102
H -1.37016 -0.05624 -0.59338
H -1.83890 -0.68502 0.97846
H -0.39730 0.37252 2.35910
H -1.34514 1.57928 1.49233
H 1.29682 1.14505 1.36843
C 4.89238 -5.27543 2.76602
C 3.61728 -4.76538 2.16502
O 3.63147 -4.90775 0.76087
H 5.64589 -4.50120 2.62146
H 5.20135 -6.27600 2.46355
H 4.79646 -5.44286 3.83881
H 3.37236 -3.80296 2.61431
H 2.89215 -5.52389 2.45985
H 2.77395 -4.93160 0.32993
C -1.14133 4.32122 3.29911
C -0.69231 5.37265 2.28159
O -1.10299 6.68699 2.76396
H -2.23046 4.32231 3.25560
H -0.76204 4.48917 4.30710
H -0.69810 3.34069 3.12537
H -1.19201 5.19536 1.32925
H 0.38212 5.36413 2.09825
H -2.03811 6.77023 2.96452
C 1.63474 -5.83492 -2.20022
C 0.55398 -5.33594 -1.22009
O 1.02273 -4.34695 -0.31770
H 2.59168 -5.96938 -1.69595
H 1.82214 -5.24532 -3.09763
H 1.35128 -6.79094 -2.64042
H 0.14382 -6.21474 -0.72253
H -0.22872 -4.92602 -1.85840
H 0.21635 -3.99233 0.06387
C -1.06724 1.76185 -6.11404
C -2.38193 1.64483 -7.01942
O -2.08968 1.08064 -8.27607
H -0.17980 1.68271 -6.74197
H -1.13356 0.93758 -5.40391
H -1.12000 2.65531 -5.49190
H -2.80610 2.63990 -7.15352
H -3.16364 1.16152 -6.43339
H -1.77250 1.81083 -8.81255
C 2.04756 0.33143 -4.28585
C 2.69907 1.68151 -3.88920
O 1.79802 2.69874 -3.85711
H 1.58123 -0.09523 -3.39782
H 2.74048 -0.45109 -4.59510
H 1.18399 0.42076 -4.94491
H 3.56002 1.92628 -4.51124
H 3.08884 1.45832 -2.89604
H 1.14514 2.51840 -3.17680
C -3.04981 -7.35019 1.65623
C -4.03457 -6.24138 1.11876
O -3.49435 -5.23783 0.29755
H -2.56438 -7.06016 2.58808
H -2.21064 -7.57855 0.99917
H -3.64135 -8.25184 1.81503
H -4.62497 -5.81983 1.93228
H -4.72048 -6.73061 0.42719
H -4.21940 -4.86995 -0.21292
C -2.70808 -1.43480 -2.79421
C -3.97910 -0.87811 -2.13630
O -5.16812 -1.52580 -2.52694
H -2.77622 -1.30688 -3.87453
H -2.39283 -2.42754 -2.47295
H -1.78979 -0.90082 -2.54989
H -4.02598 0.13940 -2.52435
H -3.80330 -0.80621 -1.06298
H -5.86508 -0.86869 -2.59065
C 1.23631 -0.80285 5.23361
C 2.56087 -0.35446 5.88548
O 3.32634 0.29453 4.87110
H 0.64551 -0.01800 4.76131
H 0.54361 -1.34114 5.88054
H 1.46934 -1.37618 4.33635
H 3.06895 -1.26430 6.20507
H 2.48762 0.40250 6.66634
H 4.23457 0.41440 5.15806
C 1.12838 4.48937 -0.96454
C -0.10284 3.87434 -1.65539
O 0.21743 2.51280 -1.72857
H 0.95705 4.37456 0.10576
H 1.16430 5.53782 -1.26049
H 2.10639 4.12122 -1.27452
H -0.14327 4.37915 -2.62061
H -0.95775 4.12345 -1.02677
H 0.37966 2.26814 -0.81456

Forces on the atoms, in the same order (eV/Å):
C -1.4 -1.9 0.2
C -0.6 1.3 -0.6
O 1.5 0.3 1.1
H -0.6 0.0 -0.7
H 0.3 -0.1 -0.1
H 0.2 0.4 0.1
H 0.5 0.1 0.0
H 0.1 0.3 0.1
H -0.1 -0.3 -0.2
C 0.1 -0.8 0.1
C -0.1 1.3 1.4
O 0.0 -0.5 -1.5
H 0.3 0.1 0.0
H -0.1 -0.2 0.1
H -0.5 -0.3 -0.1
H -0.4 0.2 -0.3
H 0.6 0.1 0.3
H 0.0 0.0 0.1
C -0.9 -0.1 -0.5
C 1.0 -0.3 0.9
O -0.1 0.2 0.3
H -0.2 -0.1 0.2
H 0.3 -0.5 0.1
H 0.3 0.2 0.0
H 0.1 -0.1 -0.2
H -0.2 0.3 -0.7
H -0.4 0.2 -0.3
C 0.9 0.7 0.0
C 0.1 -0.5 1.0
O -1.1 0.1 -1.2
H 0.3 0.0 -0.5
H 0.3 -0.2 0.3
H 0.0 -0.7 -0.2
H -0.5 0.3 0.1
H -0.3 0.2 0.2
H 0.4 0.1 0.4
C 0.0 0.4 -1.3
C -1.3 -1.8 0.1
O -0.4 1.9 -0.4
H 0.7 0.1 1.2
H -0.3 -0.5 0.2
H 0.8 0.4 0.0
H -0.1 -0.7 -0.6
H 0.3 0.0 -0.1
H 0.3 -0.2 0.5
C 0.6 -1.4 0.6
C -0.6 1.1 -1.4
O 0.7 0.1 1.5
H -0.1 -0.1 0.1
H 0.1 0.2 -0.4
H -0.1 0.5 0.2
H -0.3 0.2 0.1
H 0.8 -0.1 0.3
H -0.5 0.0 -1.0
C 1.1 0.1 0.6
C 0.2 -0.3 0.1
O -1.1 0.5 -0.4
H 0.0 0.1 0.2
H 0.2 -0.2 0.3
H -0.1 -0.1 0.0
H 0.0 0.5 -0.4
H -0.5 -0.3 0.1
H 0.2 -0.3 -0.5
C -0.6 0.0 -0.2
C -1.4 0.3 -1.2
O 1.1 -0.8 1.6
H -0.2 0.0 0.1
H 0.1 0.0 0.0
H 0.2 0.0 -0.1
H 0.2 0.1 -0.7
H 0.5 0.3 0.7
H -0.1 0.0 -0.2
C -1.0 -0.5 0.6
C 0.5 0.8 -0.4
O 1.0 1.4 -1.1
H 0.0 -0.1 0.4
H 0.1 0.8 0.2
H -0.3 -1.1 -0.5
H -0.2 -0.3 0.2
H -0.8 -0.5 0.0
H 0.4 0.0 0.5
C 0.8 0.3 0.5
C -1.1 -2.5 -0.1
O 1.6 0.8 -0.4
H 0.5 -0.4 -0.1
H 0.0 0.3 -0.8
H -0.3 0.6 0.3
H -0.2 0.4 -0.5
H -0.7 0.4 0.7
H -0.6 0.5 0.5
C 0.7 -0.1 -0.3
C -1.2 0.4 1.0
O 1.3 -0.1 -0.4
H 0.0 -0.5 0.4
H -0.3 0.8 0.1
H -0.4 -0.2 -0.7
H 0.1 -0.2 -0.2
H -0.1 0.4 0.3
H -0.1 -0.6 -0.2
C 0.2 -0.1 0.2
C 0.3 -0.3 -1.6
O 0.4 -0.6 -0.6
H 0.1 -0.1 0.0
H -0.1 0.7 0.4
H -0.2 -0.2 0.4
H 0.0 0.0 0.4
H -0.4 0.1 0.2
H -0.4 0.3 0.6
C -2.1 -0.5 -0.3
C 1.3 1.5 1.6
O -0.4 -0.5 -0.1
H 0.0 0.3 0.3
H 0.5 -0.2 -0.1
H 0.3 0.2 -0.3
H 0.1 0.3 -0.2
H 0.1 -0.9 -0.6
H 0.1 -0.2 -0.2
C -0.3 -0.1 0.6
C 0.5 -2.4 0.1
O -0.5 1.7 -0.9
H 0.0 0.0 0.4
H 0.1 0.2 -0.4
H 0.5 0.3 -0.5
H -0.2 0.2 -0.2
H 0.4 0.3 0.4
H -0.2 -0.2 0.5
C -0.2 1.3 -0.2
C -0.4 -1.9 -0.3
O 0.8 0.4 0.1
H -0.3 0.0 0.2
H -0.3 0.1 -0.5
H 0.1 0.0 0.1
H 0.1 0.1 0.2
H -0.4 -0.6 0.5
H 0.1 0.2 -0.1
C 0.1 -0.1 -0.1
C 1.5 1.1 -0.6
O -0.1 -0.8 0.2
H -0.1 -0.6 -0.1
H -0.7 -0.4 -0.4
H -0.3 0.8 0.4
H 0.0 0.4 0.3
H -0.5 -0.2 0.3
H 0.1 0.0 0.0
C 0.1 0.6 -0.5
C -0.7 0.1 -0.6
O 0.4 -0.1 -0.3
H 0.2 0.7 0.5
H 0.4 -0.2 0.1
H 0.2 -0.6 0.3
H 0.2 0.1 0.4
H -0.5 -0.5 0.5
H 0.1 0.1 0.1
C -0.6 1.3 0.0
C 2.5 1.2 0.5
O -1.6 -0.7 -0.8
H 0.6 0.2 0.1
H 0.0 0.4 0.6
H -0.3 -0.6 -0.1
H -0.6 -0.7 -0.3
H -0.4 -0.3 -0.3
H 0.3 -0.8 0.6

Summary:
- orbital gap (eV) = 9.471
- E_HOMO (Eh) = -0.342
- energy relative to the best compared isomer or geometry (same formula, charge and spin) (kJ/mol) = 408.8

Results of the Löwdin charge analysis, in e, for atoms 1 through 99: number 1, C, carries -0.115; number 2, C, carries -0.329; number 3, O, carries -0.080; number 4, H, carries 0.077; number 5, H, carries 0.081; number 6, H, carries 0.062; number 7, H, carries 0.110; number 8, H, carries 0.116; number 9, H, carries 0.080; number 10, C, carries -0.064; number 11, C, carries -0.331; number 12, O, carries -0.068; number 13, H, carries 0.057; number 14, H, carries 0.050; number 15, H, carries 0.070; number 16, H, carries 0.110; number 17, H, carries 0.102; number 18, H, carries 0.092; number 19, C, carries -0.092; number 20, C, carries -0.338; number 21, O, carries -0.056; number 22, H, carries 0.073; number 23, H, carries 0.076; number 24, H, carries 0.036; number 25, H, carries 0.108; number 26, H, carries 0.075; number 27, H, carries 0.039; number 28, C, carries -0.090; number 29, C, carries -0.377; number 30, O, carries -0.054; number 31, H, carries 0.077; number 32, H, carries 0.077; number 33, H, carries 0.056; number 34, H, carries 0.105; number 35, H, carries 0.112; number 36, H, carries 0.090; number 37, C, carries -0.060; number 38, C, carries -0.325; number 39, O, carries -0.103; number 40, H, carries 0.062; number 41, H, carries 0.086; number 42, H, carries 0.078; number 43, H, carries 0.097; number 44, H, carries 0.126; number 45, H, carries 0.030; number 46, C, carries -0.076; number 47, C, carries -0.257; number 48, O, carries -0.109; number 49, H, carries 0.067; number 50, H, carries 0.056; number 51, H, carries 0.076; number 52, H, carries 0.096; number 53, H, carries 0.105; number 54, H, carries 0.008; number 55, C, carries -0.064; number 56, C, carries -0.309; number 57, O, carries -0.083; number 58, H, carries 0.064; number 59, H, carries 0.072; number 60, H, carries 0.061; number 61, H, carries 0.089; number 62, H, carries 0.093; number 63, H, carries 0.075; number 64, C, carries -0.087; number 65, C, carries -0.343; number 66, O, carries -0.071; number 67, H, carries 0.063; number 68, H, carries 0.069; number 69, H, carries 0.071; number 70, H, carries 0.110; number 71, H, carries 0.116; number 72, H, carries 0.085; number 73, C, carries -0.059; number 74, C, carries -0.321; number 75, O, carries -0.096; number 76, H, carries 0.079; number 77, H, carries 0.057; number 78, H, carries 0.074; number 79, H, carries 0.104; number 80, H, carries 0.105; number 81, H, carries 0.027; number 82, C, carries -0.096; number 83, C, carries -0.352; number 84, O, carries -0.076; number 85, H, carries 0.072; number 86, H, carries 0.079; number 87, H, carries 0.071; number 88, H, carries 0.092; number 89, H, carries 0.108; number 90, H, carries 0.029; number 91, C, carries -0.075; number 92, C, carries -0.280; number 93, O, carries -0.093; number 94, H, carries 0.061; number 95, H, carries 0.075; number 96, H, carries 0.059; number 97, H, carries 0.080; number 98, H, carries 0.092; number 99, H, carries 0.071